# C7H14NO2

A cluster of 2 separate species, C7H14NO2 in total (ωB97M-V/def2-TZVPD, the Open Molecules 2025 dataset).

Summary:
* HOMO level (spin up / spin down): -13.873 / -13.873 eV
* relative energy (zero: lowest compared OMol25 entry of this formula, charge and spin): 793.6 kJ/mol
* charge: +1
* gap between HOMO and LUMO (spin up / spin down): 0.282 / 0.282 Ha
* LUMO level (spin up / spin down): -0.227 / -0.228 Eh

CARTESIAN COORDINATES (ANGSTROEM)
C (-4.134, 0.544, -0.317)
C (-2.867, 0.824, -0.144)
C (-1.108, -0.866, 0.449)
C (3.181, 1.237, -0.190)
C (1.589, -2.543, 0.062)
C (-2.011, 0.117, 0.982)
C (1.718, 1.463, -0.598)
N (0.006, -0.628, -0.109)
O (1.008, -1.378, -0.587)
O (0.819, 1.019, 0.287)
H (-4.669, 1.122, -1.155)
H (-4.783, -0.123, 0.208)
H (-2.222, 1.452, -0.767)
H (-1.312, -1.899, 0.578)
H (3.232, 0.750, 0.843)
H (3.747, 0.637, -0.960)
H (3.716, 2.191, -0.214)
H (1.446, -2.448, 1.100)
H (2.628, -2.457, -0.178)
H (1.050, -3.427, -0.244)
H (-2.731, -0.345, 1.766)
H (-1.385, 0.893, 1.550)
H (1.631, 1.272, -1.596)
H (1.451, 2.593, -0.765)

Force components x, y, z for each atom (eV/Å):
-1.402 1.936 -2.561
2.040 -1.192 1.241
1.212 -0.705 -0.213
0.699 -0.779 0.028
-1.180 0.449 0.286
-1.634 2.191 2.175
1.880 2.617 1.454
3.568 2.287 0.717
-1.336 0.782 -1.166
-3.295 -2.409 0.187
0.811 -1.007 1.310
0.150 -0.367 0.620
-0.731 0.045 0.039
-0.473 -1.170 -0.340
0.079 0.776 -1.471
-0.751 0.184 0.953
-0.140 -0.068 0.480
0.041 0.206 1.537
0.444 -0.383 -0.337
0.281 -0.261 -0.538
1.305 0.523 -1.482
-0.949 -0.883 -0.896
-0.933 -1.489 -2.934
0.312 -1.283 0.910

Here are the Mulliken charges for atoms 1 to 8, given in e: number 1, C, carries -0.737; number 2, C, carries -0.011; number 3, C, carries 0.052; number 4, C, carries -0.988; number 5, C, carries -0.660; number 6, C, carries -0.711; number 7, C, carries -0.194; number 8, N, carries 0.240


# C7H14NO2S2

A cluster of 2 separate species, C7H14NO2S2 in total (ωB97M-V/def2-TZVPD, the Open Molecules 2025 dataset).

Summary:
* HOMO level (spin up / spin down): -11.527 / -11.524 eV
* relative energy (zero: lowest compared OMol25 entry of this formula, charge and spin): 0.0 kJ/mol
* charge: +1
* gap between HOMO and LUMO (spin up / spin down): 0.235 / 0.235 Ha
* LUMO level (spin up / spin down): -0.188 / -0.188 Eh

CARTESIAN COORDINATES (ANGSTROEM)
C (-0.340, -0.751, 0.295)
C (-3.204, 0.863, 0.073)
C (0.669, -3.736, -0.229)
C (1.974, 1.035, -0.279)
C (0.399, 2.837, 0.275)
C (-0.597, -3.139, 0.463)
C (-0.448, 0.467, -0.415)
N (0.586, 1.375, 0.234)
O (0.121, -0.750, 1.455)
O (-0.895, -1.826, -0.230)
S (-3.347, -0.667, 0.020)
S (-3.156, 2.506, 0.267)
H (1.124, -4.401, 0.568)
H (0.334, -4.292, -1.146)
H (1.444, -2.986, -0.478)
H (2.871, 1.547, 0.135)
H (2.101, -0.148, -0.494)
H (2.098, 1.528, -1.270)
H (0.805, 3.347, -0.636)
H (-0.603, 3.087, 0.783)
H (1.132, 3.323, 0.998)
H (-0.279, -2.838, 1.417)
H (-1.465, -3.789, 0.373)
H (-0.510, 0.501, -1.465)
H (0.494, 0.832, 1.236)
H (-4.382, 2.543, 0.763)

Force components x, y, z for each atom (eV/Å):
-0.299 0.529 1.265
0.842 -2.542 0.065
-0.780 -0.781 0.512
0.972 -1.266 -2.374
0.512 1.491 1.922
1.730 1.014 -2.116
0.652 1.386 0.918
0.792 -1.847 1.247
0.361 -0.030 -0.044
-0.669 -1.342 -0.563
-0.865 1.978 0.089
0.549 -0.337 -0.363
-0.446 0.333 -1.272
0.778 0.366 0.887
-0.664 -0.238 0.133
-0.973 -0.774 1.197
-0.301 3.059 1.039
-0.833 -0.610 0.055
-1.578 -0.629 0.170
1.439 -0.216 -1.698
-0.632 -1.183 -0.335
-0.373 -0.046 1.555
0.023 0.367 0.163
0.108 0.069 -1.145
0.436 1.093 -1.510
-0.782 0.158 0.205

Here are the Mulliken charges for atoms 1 to 8, given in e: number 1, C, carries 1.204; number 2, C, carries 0.639; number 3, C, carries -0.874; number 4, C, carries -0.793; number 5, C, carries -0.754; number 6, C, carries -0.421; number 7, C, carries -1.176; number 8, N, carries 0.108


# C7H14NO5S2

A cluster of 2 separate species, C7H14NO5S2 in total (ωB97M-V/def2-TZVPD, the Open Molecules 2025 dataset).

Summary:
* HOMO level: -4.574 eV
* charge: -1
* gap between HOMO and LUMO: 0.290 Ha
* LUMO level: 0.122 Eh

CARTESIAN COORDINATES (ANGSTROEM)
C (0.666, -0.858, 2.789)
C (0.912, 0.661, 3.009)
C (-0.594, -0.948, 1.868)
C (-0.167, 1.352, 2.078)
C (-0.481, 0.283, 1.042)
C (1.177, -1.025, -2.669)
C (0.577, 0.058, 0.038)
N (1.610, 0.684, -0.278)
O (-1.366, 0.590, -4.391)
O (0.896, -2.317, -0.497)
O (-1.195, -1.723, -1.419)
O (-2.766, 2.106, -3.014)
O (-0.965, 0.888, -1.929)
S (0.107, -1.256, -1.130)
S (-1.913, 0.569, -3.037)
H (1.491, -1.269, 2.217)
H (0.459, -1.357, 3.758)
H (0.968, 0.990, 4.107)
H (1.780, 1.088, 2.668)
H (-0.486, -1.931, 1.332)
H (-1.492, -0.887, 2.422)
H (-1.122, 1.357, 2.592)
H (0.114, 2.320, 1.883)
H (-1.390, 0.578, 0.524)
H (1.811, -0.079, -2.759)
H (1.704, -1.848, -2.578)
H (0.479, -1.064, -3.521)
H (2.058, 0.597, -1.160)
H (-2.872, 2.441, -3.945)

Force components x, y, z for each atom (eV/Å):
-0.620 0.755 0.542
-2.446 0.297 1.376
1.648 -1.867 0.342
-0.463 -2.952 2.535
0.887 1.172 -0.224
-3.347 5.033 -0.432
-0.336 1.034 -3.051
-0.412 1.320 2.641
0.920 0.030 -0.591
0.544 -0.368 0.650
-1.967 0.115 -0.272
-0.149 0.236 -1.045
0.311 0.253 -0.812
3.323 -1.562 -0.937
-1.548 1.011 0.917
0.203 -0.459 0.349
0.547 -0.033 -0.685
-0.880 -0.515 -1.302
2.660 0.067 -1.167
-0.673 1.130 0.308
-1.060 -0.263 0.754
-0.209 0.558 0.532
0.547 2.123 -1.323
0.036 -0.317 -0.490
-1.128 -1.445 0.124
2.895 -3.906 0.236
0.316 0.198 0.330
0.046 -0.826 -0.518
0.353 -0.818 1.212

Here are the Mulliken charges for atoms 1 to 8, given in e: number 1, C, carries -0.576; number 2, C, carries -0.724; number 3, C, carries -0.918; number 4, C, carries -1.285; number 5, C, carries 0.316; number 6, C, carries -1.362; number 7, C, carries 0.160; number 8, N, carries -0.648


# C7H14NiO4

A structure of composition C7H14NiO4 (ωB97M-V/def2-TZVPD, the Open Molecules 2025 dataset).

Summary:
* multiplicity: 4
* HOMO level (spin up / spin down): -12.709 / -12.767 eV
* relative energy (zero: lowest compared OMol25 entry of this formula, charge and spin): 79.2 kJ/mol
* charge: +1
* gap between HOMO and LUMO (spin up / spin down): 0.262 / 0.228 Ha
* LUMO level (spin up / spin down): -0.205 / -0.241 Eh

CARTESIAN COORDINATES (ANGSTROEM)
O (2.084, 2.204, -1.168)
C (1.462, 1.135, -1.195)
C (0.396, 0.869, -2.224)
O (0.941, 0.536, -3.459)
C (-0.019, 0.229, -4.439)
H (0.777, 0.824, 0.789)
H (-0.245, 1.773, -2.280)
H (-0.255, 0.057, -1.835)
H (0.517, 0.019, -5.372)
H (-0.611, -0.656, -4.149)
H (-0.707, 1.074, -4.607)
H (2.054, 0.219, -0.964)
O (-2.207, -2.200, 2.982)
C (-1.477, -2.421, 1.815)
C (-0.186, -1.609, 1.794)
O (-0.517, -0.263, 2.214)
C (0.507, 0.700, 2.012)
C (0.214, 1.951, 2.675)
Ni (-1.938, -0.428, 3.472)
H (-2.064, -2.155, 0.916)
H (-1.189, -3.483, 1.705)
H (0.241, -1.569, 0.785)
H (0.560, -2.007, 2.501)
H (1.465, 0.276, 2.352)
H (-0.820, 2.255, 2.843)
H (1.018, 2.668, 2.836)

Force components x, y, z for each atom (eV/Å):
-1.974 -1.690 0.945
3.880 1.265 -3.080
-2.320 0.602 0.777
0.953 0.067 0.508
-0.505 -0.133 -0.303
-1.255 -0.260 2.960
0.199 -0.219 -0.183
0.084 0.012 -0.217
-0.110 0.048 0.336
0.139 0.196 -0.098
0.173 -0.163 0.066
-0.442 0.017 1.001
-0.025 1.836 0.592
0.689 -0.368 -0.856
0.319 -0.388 -0.056
-0.225 -0.038 -0.606
2.012 0.127 -2.580
-0.254 0.436 0.134
-0.453 -1.624 -0.009
-0.068 -0.089 0.424
-0.282 0.309 0.183
-0.067 0.009 0.195
-0.216 0.118 -0.204
-0.172 0.041 0.183
0.262 0.090 -0.103
-0.343 -0.202 -0.009

Here are the Mulliken charges for atoms 1 to 8, given in e: number 1, O, carries -0.445; number 2, C, carries -0.205; number 3, C, carries -0.196; number 4, O, carries -0.287; number 5, C, carries -0.685; number 6, H, carries -0.317; number 7, H, carries 0.339; number 8, H, carries 0.236


# C7H14O

A cluster of 3 separate species, C7H14O in total (ωB97M-V/def2-TZVPD, the Open Molecules 2025 dataset).

Summary:
* HOMO level: -7.417 eV
* relative energy (zero: lowest compared OMol25 entry of this formula, charge and spin): 657.0 kJ/mol
* charge: 0
* gap between HOMO and LUMO: 0.305 Ha
* LUMO level: 0.033 Eh

CARTESIAN COORDINATES (ANGSTROEM)
C (0.165, -0.953, -0.861)
C (-2.411, -0.214, 0.219)
C (-1.088, 0.477, 0.383)
C (-0.888, 1.765, -0.239)
O (-0.086, -2.170, -0.232)
H (-0.949, -2.138, 0.192)
H (-0.585, -0.634, -1.585)
H (1.038, -1.120, -1.485)
H (-2.650, -0.380, -0.838)
H (-2.466, -1.172, 0.744)
H (-3.221, 0.397, 0.631)
H (-1.602, 1.998, -1.030)
H (-0.783, 2.597, 0.461)
C (2.370, -0.865, 0.868)
C (1.804, 0.193, 0.011)
C (1.860, 1.330, -0.479)
H (-0.592, 0.315, 1.334)
H (3.309, -0.524, 1.308)
H (1.676, -1.132, 1.669)
H (2.554, -1.780, 0.298)
H (0.194, 1.751, -0.703)
H (2.352, 2.259, -0.667)

Force components x, y, z for each atom (eV/Å):
-1.570 0.168 0.044
0.084 -0.106 -0.062
1.039 -0.959 -0.454
0.796 0.355 -0.479
-0.028 -0.121 0.028
0.050 0.007 -0.052
-0.277 -0.104 -0.073
0.377 0.245 0.433
0.027 0.030 0.025
-0.018 0.049 0.000
0.074 0.014 -0.015
-0.065 0.011 0.100
-0.160 0.018 0.017
-0.337 -0.396 -0.073
0.769 1.886 -0.047
0.379 -1.336 0.534
-0.039 0.060 0.053
-0.082 0.030 -0.085
0.063 0.008 -0.050
0.003 0.068 0.057
-0.884 -0.010 0.199
-0.200 0.084 -0.101

Here are the Mulliken charges for atoms 1 to 8, given in e: number 1, C, carries -0.907; number 2, C, carries -1.312; number 3, C, carries 0.021; number 4, C, carries -0.754; number 5, O, carries -0.487; number 6, H, carries 0.318; number 7, H, carries 0.464; number 8, H, carries 0.493


# C7H14O2

A cluster of 3 separate species, C7H14O2 in total (ωB97M-V/def2-TZVPD, the Open Molecules 2025 dataset).

Summary:
* HOMO level: -9.171 eV
* relative energy (zero: lowest compared OMol25 entry of this formula, charge and spin): 193.2 kJ/mol
* charge: 0
* gap between HOMO and LUMO: 0.363 Ha
* LUMO level: 0.026 Eh
* SMILES string: C=C/C=C/C(=C)C.O.O

CARTESIAN COORDINATES (ANGSTROEM)
C (-2.676, 1.151, -1.151)
C (-1.620, 0.401, -1.448)
C (-0.533, 0.139, -0.504)
C (0.619, -0.429, -0.852)
C (1.744, -0.655, 0.100)
C (2.758, 0.196, 0.165)
C (1.665, -1.897, 0.946)
H (-3.458, 1.366, -1.868)
H (-2.819, 1.614, -0.180)
H (-1.544, -0.028, -2.443)
H (-0.729, 0.438, 0.519)
H (0.782, -0.737, -1.882)
H (2.812, 1.084, -0.452)
H (3.596, 0.049, 0.836)
H (0.658, -2.066, 1.326)
H (1.982, -2.777, 0.380)
H (2.336, -1.830, 1.804)
O (-2.390, -1.229, 1.618)
H (-2.812, -1.002, 0.773)
H (-1.880, -2.025, 1.404)
O (0.569, 3.116, 0.429)
H (0.620, 2.775, -0.471)
H (0.322, 2.347, 0.949)

Force components x, y, z for each atom (eV/Å):
-0.339 0.161 0.066
-0.060 0.039 0.066
-0.167 -0.043 -0.363
0.214 0.043 0.152
-0.165 -0.017 -0.008
0.208 0.171 0.012
0.349 -0.083 0.189
0.072 -0.126 -0.101
0.205 -0.074 0.054
0.120 0.006 -0.004
0.134 -0.020 0.102
-0.092 -0.018 -0.032
-0.107 -0.039 -0.057
-0.081 -0.103 0.092
-0.053 0.005 -0.073
-0.208 -0.012 -0.083
0.003 0.073 -0.030
-0.046 -0.247 -0.423
0.118 -0.002 0.306
-0.143 0.229 0.131
-0.002 0.055 -0.131
-0.027 0.025 0.081
0.066 -0.022 0.055

Here are the Mulliken charges for atoms 1 to 8, given in e: number 1, C, carries -0.827; number 2, C, carries -0.481; number 3, C, carries -0.135; number 4, C, carries -0.549; number 5, C, carries 0.702; number 6, C, carries -0.989; number 7, C, carries -1.031; number 8, H, carries 0.271


# C7H14O3

A cluster of 2 separate species, C7H14O3 in total (ωB97M-V/def2-TZVPD, the Open Molecules 2025 dataset).

Summary:
* HOMO level: -7.808 eV
* relative energy (zero: lowest compared OMol25 entry of this formula, charge and spin): 286.4 kJ/mol
* charge: 0
* gap between HOMO and LUMO: 0.311 Ha
* LUMO level: 0.025 Eh
* SMILES string: C/C(O)=C(/O)[C@@H](C)O.C=C

CARTESIAN COORDINATES (ANGSTROEM)
C (0.369, -2.237, -0.376)
C (0.975, -0.921, -0.753)
O (2.267, -1.033, -1.191)
C (0.271, 0.211, -1.006)
O (1.010, 1.297, -1.486)
C (-1.081, 0.460, -0.458)
C (-1.580, 1.896, -0.583)
O (-1.998, -0.463, -1.018)
H (1.153, -2.993, -0.322)
H (-0.141, -2.172, 0.588)
H (-0.380, -2.534, -1.117)
H (2.530, -0.173, -1.549)
H (0.452, 1.814, -2.076)
H (-0.938, 0.222, 0.697)
H (-2.510, 2.013, -0.027)
H (-0.844, 2.583, -0.164)
H (-1.780, 2.155, -1.625)
H (-2.862, -0.325, -0.609)
C (1.418, -0.028, 1.828)
C (0.190, 0.060, 2.361)
H (1.989, -0.946, 1.859)
H (1.909, 0.838, 1.405)
H (-0.197, -0.737, 2.975)
H (-0.223, 1.014, 2.647)

Force components x, y, z for each atom (eV/Å):
-0.124 0.115 0.261
-0.662 0.445 -1.657
0.052 0.061 0.221
1.004 -0.545 0.428
0.016 -0.083 0.022
-0.059 -0.250 2.105
0.253 -0.225 0.055
-0.359 -0.150 -0.240
-0.054 0.088 0.046
0.007 -0.030 -0.010
0.208 0.021 0.141
-0.038 0.011 0.015
0.061 -0.023 -0.012
-0.630 0.427 -1.934
-0.025 -0.011 -0.001
-0.072 0.064 -0.036
0.032 0.028 -0.033
0.141 -0.032 0.010
-0.726 0.145 0.395
1.593 0.165 1.466
-0.099 -0.083 -0.248
0.040 0.022 -0.051
-0.245 -0.494 -0.314
-0.314 0.334 -0.628

Here are the Mulliken charges for atoms 1 to 8, given in e: number 1, C, carries -1.206; number 2, C, carries 0.173; number 3, O, carries -0.587; number 4, C, carries 0.452; number 5, O, carries -0.617; number 6, C, carries 1.469; number 7, C, carries -1.911; number 8, O, carries -0.538


# C7H14OPTm

A structure of composition C7H14OPTm (ωB97M-V/def2-TZVPD, the Open Molecules 2025 dataset).

Summary:
* multiplicity: 3
* HOMO level (spin up / spin down): -5.285 / -5.636 eV
* relative energy (zero: lowest compared OMol25 entry of this formula, charge and spin): 0.0 kJ/mol
* charge: 0
* gap between HOMO and LUMO (spin up / spin down): 0.170 / 0.172 Ha
* LUMO level (spin up / spin down): -0.025 / -0.035 Eh

CARTESIAN COORDINATES (ANGSTROEM)
C (-1.080, 1.145, -1.587)
C (-1.403, 2.187, -2.499)
C (-0.226, 2.948, -2.764)
C (0.857, 2.383, -2.025)
C (0.373, 1.271, -1.280)
Tm (-0.697, -1.140, 1.167)
P (0.283, -3.387, 0.101)
H (-1.752, 0.370, -1.191)
H (-2.392, 2.366, -2.918)
H (-0.165, 3.815, -3.420)
H (0.952, 0.599, -0.626)
H (1.886, 2.738, -2.026)
H (1.599, -3.451, -0.517)
H (-0.475, -3.980, -0.989)
H (0.390, -4.570, 0.939)
C (1.368, 0.775, 4.515)
C (0.557, -0.467, 4.213)
O (0.573, -0.712, 2.788)
H (2.385, 0.730, 4.110)
H (1.458, 0.894, 5.600)
H (0.873, 1.674, 4.134)
H (0.923, -1.377, 4.675)
H (-0.498, -0.383, 4.446)
H (1.484, -0.659, 2.436)

Force components x, y, z for each atom (eV/Å):
1.948 0.459 0.225
0.637 -0.263 0.498
-0.010 -0.966 0.702
-0.700 -0.265 0.140
-1.935 0.141 -0.622
-2.277 1.636 -1.665
0.989 -2.466 -1.295
0.062 0.249 -0.244
0.256 -0.016 0.091
-0.001 -0.252 0.167
-0.014 0.212 -0.251
-0.258 -0.066 -0.011
-0.733 -0.046 0.339
0.474 0.316 0.688
-0.065 0.774 -0.575
-0.235 0.161 0.532
0.336 0.084 -0.096
1.528 0.260 0.660
-0.164 -0.122 -0.005
0.010 -0.030 -0.126
0.100 -0.179 -0.074
0.213 0.029 0.304
-0.076 0.216 0.211
-0.084 0.135 0.408

Here are the Mulliken charges for atoms 1 to 8, given in e: number 1, C, carries 0.085; number 2, C, carries -0.929; number 3, C, carries -0.329; number 4, C, carries -0.984; number 5, C, carries 0.148; number 6, Tm, carries 0.069; number 7, P, carries -0.204; number 8, H, carries -0.010